Below is the ion C2H4N with charge +1, with properties calculated with wB97M-V/def2-TZVPD.

Values from the calculation:
ΔE to the lowest compared entry with this formula, charge and spin: 20.0 kcal per mole
electronic energy: -3618.66020 eV
charge: +1
frontier orbital gap: 11.92 eV
HOMO: -16.612 eV
SMILES string: C#C[NH3+]

Last column: natural (NBO) charge in e.
Atoms and positions in Å:
C  1.501  -0.309  1.140  -0.0250
C  0.518  -0.016  0.539  0.0294
N  -0.534  0.063  -0.456  -0.7095
H  2.442  -0.340  1.577  0.2695
H  -0.653  1.112  -0.659  0.4838
H  -1.499  -0.252  -0.215  0.4760
H  -0.291  -0.468  -1.305  0.4758